No. 1
Formula: C13H52N26O13
Source: the OMol25 dataset
Level of theory: ωB97M-V/def2-TZVPD

## Properties
- total energy (Eh) = -2928.64671
- M (g mol⁻¹) = 780.7
- energy above the lowest of the compared OMol25 structures with the same formula, charge and spin (kJ/mol) = 855.3

Geometry as ORCA input:
```
! RIJCOSX wB97M-V def2-TZVPD def2/J DEFGRID3
* xyz 0 1
C -5.027 -1.488 -0.126
O -4.852 -2.519 0.590
N -4.014 -0.796 -0.563
N -6.163 -0.967 -0.500
H -3.065 -0.916 -0.237
H -4.166 0.010 -1.151
H -6.928 -1.625 -0.545
H -6.263 -0.020 -0.837
C -0.348 3.023 2.673
O 0.024 4.138 2.906
N 0.307 1.961 2.901
N -1.263 2.791 1.813
H 1.137 1.947 3.477
H -0.096 1.048 2.741
H -1.211 1.909 1.323
H -1.931 3.495 1.534
C -1.251 -0.624 -4.757
O -1.527 -1.614 -4.161
N -0.020 -0.298 -5.123
N -2.131 0.310 -4.962
H 0.748 -0.637 -4.563
H 0.147 0.458 -5.772
H -3.039 0.260 -4.523
H -1.753 1.146 -5.385
C 4.700 1.061 0.515
O 3.499 0.982 0.468
N 5.493 0.354 -0.231
N 5.348 1.992 1.247
H 6.315 0.880 -0.490
H 5.068 -0.301 -0.871
H 6.348 1.938 1.382
H 4.772 2.671 1.724
C -3.457 -5.404 -2.300
O -4.588 -5.500 -2.843
N -2.568 -6.376 -2.437
N -3.081 -4.531 -1.467
H -1.694 -6.252 -1.947
H -2.683 -7.049 -3.182
H -3.669 -3.752 -1.205
H -2.191 -4.546 -0.989
C 0.682 -4.346 -3.980
O 1.446 -5.273 -3.732
N -0.502 -4.206 -3.427
N 0.786 -3.472 -4.910
H -0.990 -3.324 -3.485
H -0.817 -4.983 -2.865
H 1.636 -3.429 -5.454
H 0.015 -2.821 -4.888
C 0.516 -1.788 3.276
O 1.266 -1.641 2.367
N 0.794 -2.271 4.482
N -0.648 -1.285 3.271
H 0.070 -2.167 5.178
H 1.715 -2.553 4.784
H -0.862 -1.120 2.297
H -1.256 -1.349 4.074
C -0.551 -0.449 -0.234
O -1.252 -0.415 0.710
N 0.550 0.233 -0.087
N -0.592 -1.126 -1.328
H 1.179 0.180 -0.875
H 0.849 0.500 0.840
H 0.319 -1.249 -1.747
H -1.303 -1.824 -1.496
C 2.816 1.150 4.763
O 2.784 0.588 5.840
N 3.057 2.433 4.727
N 3.021 0.516 3.572
H 3.478 2.822 5.559
H 3.008 2.936 3.852
H 2.764 -0.459 3.630
H 3.103 0.961 2.669
C 3.010 -1.453 -1.982
O 2.024 -0.894 -2.359
N 3.729 -2.071 -2.780
N 3.227 -1.580 -0.712
H 3.470 -2.192 -3.749
H 4.537 -2.497 -2.349
H 3.948 -2.268 -0.545
H 2.652 -1.180 0.016
C -1.778 3.588 -2.164
O -3.003 3.955 -2.209
N -1.252 2.470 -2.492
N -0.894 4.366 -1.526
H -0.326 2.201 -2.194
H -1.843 1.688 -2.737
H -1.208 5.209 -1.067
H 0.080 4.111 -1.438
C 3.062 4.562 1.177
O 3.484 4.305 2.321
N 3.157 5.806 0.750
N 2.689 3.694 0.273
H 3.604 6.446 1.390
H 2.766 6.081 -0.140
H 2.597 2.752 0.628
H 2.088 3.938 -0.501
C -4.320 1.512 3.711
O -5.355 1.555 3.025
N -4.389 1.919 4.936
N -3.208 0.951 3.447
H -3.623 2.008 5.588
H -5.341 1.870 5.270
H -3.086 0.257 2.723
H -2.509 0.960 4.175
*
```

***

No. 2
Formula: C6H12NO
Source: the OMol25 dataset
Level of theory: ωB97M-V/def2-TZVPD

## Properties
- total energy (Eh) = -365.53278
- M (g mol⁻¹) = 114.2
- energy above the lowest of the compared OMol25 structures with the same formula, charge and spin (kJ/mol) = 645.7

Geometry as ORCA input:
```
! RIJCOSX wB97M-V def2-TZVPD def2/J DEFGRID3
* xyz -1 1
C 0.374 0.809 -2.788
O 0.826 2.059 -3.020
C 0.489 0.422 -1.303
C -0.605 0.974 -0.412
C -1.001 0.433 0.858
C -0.819 -1.134 1.119
N 0.511 -1.621 1.307
C 1.073 -0.918 2.472
H -0.685 0.655 -3.103
H 1.046 0.134 -3.381
H 0.382 -0.672 -1.122
H 1.435 0.749 -0.841
H -0.490 2.081 -0.506
H -1.617 0.495 -0.642
H -1.883 0.788 1.410
H -1.292 -1.707 0.322
H -1.403 -1.266 2.021
H 1.060 -0.170 1.572
H 2.078 -1.333 2.636
H 0.521 -0.778 3.400
*
```

***

No. 3
Formula: CHNO5
Source: the OMol25 dataset
Level of theory: ωB97M-V/def2-TZVPD

## Properties
- total energy (Eh) = -469.35694
- M (g mol⁻¹) = 107.0
- energy above the lowest of the compared OMol25 structures with the same formula, charge and spin (kJ/mol) = 530.4

Geometry as ORCA input:
```
! RIJCOSX wB97M-V def2-TZVPD def2/J DEFGRID3
* xyz 0 1
C -0.409 -0.686 0.105
N -1.450 0.204 -0.235
O -1.418 0.753 -1.287
O -0.255 -1.819 0.285
O -2.253 0.372 0.659
O 2.145 0.146 0.469
O 1.002 0.723 0.329
H 2.638 0.307 -0.325
*
```

***

No. 4
Formula: Na5O12P3Pt3
Source: the OMol25 dataset
Level of theory: ωB97M-V/def2-TZVPD

## Properties
- total energy (Eh) = -3096.21362
- expectation value of S² = 12.035
- M (g mol⁻¹) = 985.1

Geometry as ORCA input:
```
! RIJCOSX wB97M-V def2-TZVPD def2/J DEFGRID3
* xyz 2 7
Na 2.959 -1.369 2.296
Na -3.914 1.188 -3.577
Na -0.671 0.180 1.988
Na 3.709 4.206 1.205
Na -2.597 -2.669 0.962
Pt 0.202 -2.216 -1.971
Pt -0.390 1.025 -0.662
Pt 2.573 1.827 -1.319
P -2.679 -0.485 -1.718
O -1.655 -1.542 -2.554
O -3.897 -0.452 -2.503
O -1.828 0.949 -1.930
O -2.555 -0.763 -0.278
P 1.887 2.209 1.444
O 3.209 1.783 0.799
O 0.977 2.341 -0.057
O 2.043 3.546 2.033
O 1.333 1.115 2.293
P 0.270 -2.268 0.785
O -0.637 -1.924 1.898
O 1.547 -2.598 1.412
O 0.543 -0.820 -0.359
O -0.429 -3.262 -0.186
*
```

***

No. 5
Formula: C34H48N5O7S
Source: the OMol25 dataset
Level of theory: ωB97M-V/def2-TZVPD

## Properties
- total energy (Eh) = -2522.71313
- M (g mol⁻¹) = 670.9
- energy above the lowest of the compared OMol25 structures with the same formula, charge and spin (kJ/mol) = 746.2

Geometry as ORCA input:
```
! RIJCOSX wB97M-V def2-TZVPD def2/J DEFGRID3
* xyz -1 1
C -3.372 -3.012 -1.572
C -2.518 -4.394 -1.179
C -2.419 -4.578 0.447
C -1.096 -4.530 -1.983
C 0.150 -3.681 -1.338
C 1.506 -4.113 -2.216
C 0.027 -2.048 -1.495
O 1.399 -1.546 -1.778
C 1.396 -0.089 -1.998
C 2.938 0.467 -1.970
C 3.946 -0.321 -0.946
C 5.189 0.750 -0.621
S 4.732 2.034 0.678
O 3.457 1.533 1.400
O 5.850 2.254 1.742
O 4.354 3.490 -0.148
O 0.727 0.224 -3.298
C 0.947 1.632 -3.677
C -0.199 2.212 -4.743
N -1.425 2.777 -4.061
C -1.138 4.037 -3.275
O -1.799 4.200 -2.117
O -0.162 5.074 -3.674
H -4.388 -3.344 -2.104
H -2.792 -2.375 -2.366
H -3.644 -2.426 -0.594
H -3.207 -5.286 -1.572
H -3.491 -4.963 0.804
H -1.657 -5.407 0.803
H -2.259 -3.554 1.037
H -0.779 -5.680 -1.947
H -1.266 -4.290 -3.130
H 0.288 -3.898 -0.188
H 2.505 -3.927 -1.633
H 1.405 -5.294 -2.353
H 1.495 -3.671 -3.309
H -0.705 -1.746 -2.357
H -0.433 -1.589 -0.497
H 0.792 0.490 -1.152
H 3.454 0.481 -3.043
H 2.893 1.595 -1.588
H 3.445 -0.739 0.026
H 4.485 -1.243 -1.478
H 5.325 1.355 -1.640
H 6.215 0.212 -0.434
H 4.637 4.297 0.375
H 1.963 1.643 -4.304
H 1.059 2.372 -2.774
H 0.363 3.071 -5.347
H -0.443 1.369 -5.530
H -2.047 3.097 -4.862
N -0.974 -8.786 0.998
C -1.592 -9.901 1.445
C -1.805 -10.179 2.786
C -1.354 -9.260 3.728
C -0.712 -8.103 3.298
C -0.549 -7.912 1.936
H -1.923 -10.589 0.672
H -2.309 -11.090 3.089
H -1.501 -9.444 4.788
H -0.348 -7.368 4.007
H -0.058 -7.023 1.550
N -1.186 -3.127 3.480
C -0.135 -2.821 4.271
C -0.165 -1.838 5.247
C -1.344 -1.120 5.421
C -2.443 -1.410 4.620
C -2.317 -2.414 3.673
H 0.762 -3.407 4.095
H 0.709 -1.636 5.856
H -1.405 -0.340 6.175
H -3.376 -0.868 4.730
H -3.148 -2.681 3.026
N -2.904 9.090 1.008
C -3.039 7.965 1.744
C -2.846 6.688 1.242
C -2.497 6.553 -0.098
C -2.353 7.693 -0.882
C -2.563 8.928 -0.289
H -3.315 8.123 2.783
H -2.965 5.820 1.880
H -2.339 5.568 -0.527
H -2.082 7.622 -1.929
H -2.459 9.847 -0.858
N 3.178 7.068 1.478
C 1.917 7.252 1.928
C 0.785 7.010 1.167
C 0.952 6.556 -0.137
C 2.238 6.360 -0.630
C 3.309 6.626 0.209
H 1.839 7.610 2.950
H -0.204 7.172 1.582
H 0.088 6.357 -0.763
H 2.402 6.007 -1.642
H 4.332 6.484 -0.129
*
```

***

No. 6
Formula: C4H9NO
Source: the OMol25 dataset
Level of theory: ωB97M-V/def2-TZVPD

## Properties
- total energy (Eh) = -287.43853
- expectation value of S² = 0.761
- M (g mol⁻¹) = 87.1
- energy above the lowest of the compared OMol25 structures with the same formula, charge and spin (kJ/mol) = 163.4

Geometry as ORCA input:
```
! RIJCOSX wB97M-V def2-TZVPD def2/J DEFGRID3
* xyz 1 2
C 2.624 0.342 0.800
C 1.761 -0.509 1.487
N 0.461 -0.639 1.360
H 2.497 0.422 -0.268
H 3.516 0.615 1.353
H 2.150 -1.188 2.246
H -0.082 0.213 1.172
H -0.001 -1.156 2.107
O -1.513 1.659 -0.257
C -1.730 1.141 -1.325
C -1.884 -0.342 -1.583
H -2.334 1.657 -2.095
H -2.416 -0.613 -2.493
H -2.229 -0.988 -0.760
H -0.820 -0.614 -1.742
*
```

***

No. 7
Formula: C30H50Fe2O28
Source: the OMol25 dataset
Level of theory: ωB97M-V/def2-TZVPD

## Properties
- total energy (Eh) = -5806.72430
- expectation value of S² = 20.013
- M (g mol⁻¹) = 970.4
- energy above the lowest of the compared OMol25 structures with the same formula, charge and spin (kJ/mol) = 0.0

Geometry as ORCA input:
```
! RIJCOSX wB97M-V def2-TZVPD def2/J DEFGRID3
* xyz 2 9
Fe 2.982 2.764 1.945
Fe -0.084 -1.901 -3.632
C 0.165 0.302 -0.026
C 1.278 0.800 0.530
C 2.672 0.564 0.007
O 3.706 1.148 0.504
C 2.897 -0.144 -1.167
C 1.752 -0.712 -1.883
C 0.295 -0.389 -1.297
O -0.612 -0.705 -1.976
O 1.793 -1.450 -2.852
O 1.061 1.494 1.632
H -0.835 0.392 0.371
H 3.917 -0.288 -1.494
C -1.402 -6.013 -2.691
O -0.055 -6.036 -2.157
C 0.525 -4.829 -1.872
O 0.224 -3.715 -2.335
O 1.637 -5.146 -1.331
C 2.665 -4.227 -1.055
H -1.710 -7.058 -2.678
H -1.577 -5.536 -3.655
H -1.967 -5.359 -2.026
H 2.253 -3.460 -0.399
H 2.880 -3.727 -2.000
H 3.516 -4.741 -0.609
C 3.761 -3.797 -4.930
O 2.711 -4.536 -5.529
C 1.407 -4.130 -5.511
O 0.878 -3.224 -4.860
O 0.671 -4.842 -6.395
C -0.755 -4.714 -6.519
H 4.546 -3.522 -5.636
H 4.251 -4.438 -4.197
H 3.403 -2.875 -4.473
H -1.198 -5.521 -7.102
H -1.064 -3.792 -7.011
H -1.179 -4.868 -5.527
C 5.866 0.284 3.544
O 4.795 -0.104 4.287
C 3.702 0.610 4.371
O 3.444 1.617 3.648
O 2.936 0.032 5.298
C 1.719 0.644 5.605
H 6.777 -0.295 3.692
H 6.099 1.320 3.787
H 5.573 0.245 2.495
H 1.826 1.548 6.204
H 1.038 0.047 6.211
H 1.136 0.741 4.689
C 0.646 3.828 -1.485
O 1.210 5.069 -1.037
C 2.001 5.154 -0.023
O 2.232 4.259 0.746
O 2.312 6.501 0.192
C 3.262 6.763 1.215
H 1.534 3.251 -1.742
H 0.016 3.894 -2.373
H 0.204 3.299 -0.641
H 2.793 6.547 2.175
H 3.536 7.806 1.060
H 4.156 6.184 0.982
C -4.377 5.381 -2.903
O -4.546 3.960 -2.705
C -3.460 3.161 -2.659
O -2.278 3.475 -2.776
O -3.983 1.906 -2.381
C -3.071 0.814 -2.361
H -5.259 5.933 -2.580
H -4.102 5.616 -3.931
H -3.481 5.602 -2.323
H -3.496 -0.189 -2.307
H -2.425 0.899 -1.487
H -2.398 0.918 -3.211
C -6.812 -1.045 1.135
O -5.671 -0.320 0.624
C -4.849 0.251 1.432
O -4.752 0.046 2.618
O -3.974 1.131 0.771
C -2.984 1.809 1.506
H -7.529 -1.110 0.317
H -7.426 -0.493 1.847
H -6.684 -2.096 1.395
H -2.257 1.142 1.969
H -3.394 2.404 2.322
H -2.407 2.507 0.899
C -0.798 3.822 3.327
O -0.012 4.480 4.297
C 1.352 4.368 4.248
O 1.951 3.775 3.368
O 1.857 4.891 5.358
C 3.223 5.026 5.627
H -1.758 4.324 3.204
H -1.095 2.817 3.628
H -0.406 3.857 2.311
H 3.725 4.060 5.680
H 3.437 5.477 6.596
H 3.632 5.809 4.988
C -2.537 -2.309 0.031
O -3.133 -3.620 0.320
C -2.354 -4.562 0.910
O -1.163 -4.408 1.214
O -2.963 -5.750 0.984
C -2.235 -6.965 1.346
H -2.305 -1.900 1.014
H -3.197 -1.686 -0.573
H -1.585 -2.411 -0.489
H -2.968 -7.731 1.597
H -1.650 -6.862 2.260
H -1.621 -7.219 0.482
*
```

***

No. 8
Formula: CHO6S
Source: the OMol25 dataset
Level of theory: ωB97M-V/def2-TZVPD

## Properties
- total energy (Eh) = -888.20497
- M (g mol⁻¹) = 141.1
- energy above the lowest of the compared OMol25 structures with the same formula, charge and spin (kJ/mol) = 642.5

Geometry as ORCA input:
```
! RIJCOSX wB97M-V def2-TZVPD def2/J DEFGRID3
* xyz -1 1
C -0.714 0.282 -0.711
O -2.444 -1.659 -0.326
O -0.780 0.788 -1.758
O -1.901 -0.187 1.680
O -3.155 0.670 -0.099
O 1.238 -0.016 0.014
O 1.859 -1.097 0.794
S -2.236 -0.353 0.296
H 1.098 0.635 0.774
*
```